1.
A molecular structure, C36H44BKN6O2S. Source: the OMol25 dataset; level of theory: ωB97M-V/def2-TZVPD.

Output
* HOMO energy: -0.077 eV
* total charge: -2

CARTESIAN COORDINATES (ANGSTROEM)
K (0.01435, 0.46666, 1.38004)
C (-0.13161, 0.84862, -1.99759)
C (-1.62717, 0.64972, -2.28756)
C (-2.49838, 0.58646, -1.00905)
N (-2.14389, 1.41941, 0.11012)
C (-2.55279, 2.65869, 0.15677)
C (-3.13640, 3.32243, -0.95814)
C (-3.98242, 4.42517, -1.06119)
C (-4.57189, 5.17234, -0.06991)
C (-4.33785, 4.99059, 1.31423)
C (-3.45206, 4.20060, 1.96759)
C (-2.31576, 3.35923, 1.50481)
N (-1.84887, 2.33149, 2.50122)
C (-2.27400, 2.27588, 3.89086)
C (-0.95326, 2.06065, 4.63863)
C (0.06498, 2.86360, 3.81106)
N (-0.48118, 2.84175, 2.46621)
C (-0.83955, 4.06193, 1.67883)
C (-0.90756, 5.29732, 2.50994)
C (-0.72363, 6.61021, 2.23177)
C (-0.39881, 7.24911, 1.00917)
C (-0.14392, 6.59757, -0.17983)
C (0.01405, 5.24510, -0.46184)
C (-0.01095, 4.10825, 0.39665)
N (0.56119, 2.97306, 0.13587)
C (1.29269, 2.78169, -1.08447)
C (0.35233, 2.29809, -2.19681)
H (0.45873, 0.17641, -2.62900)
H (0.05597, 0.55861, -0.96288)
H (-1.79083, -0.28990, -2.83025)
H (-1.97293, 1.44731, -2.94933)
H (-2.42771, -0.45040, -0.64477)
H (-3.54858, 0.74799, -1.31430)
H (-2.90525, 2.86220, -1.90992)
H (-4.26950, 4.67759, -2.08122)
H (-5.29802, 5.92726, -0.35680)
H (-4.96902, 5.59759, 1.96264)
H (-3.50929, 4.29596, 3.04391)
H (-2.96447, 1.44026, 4.03583)
H (-2.77277, 3.17870, 4.27061)
H (-0.68068, 1.00282, 4.61852)
H (-1.01018, 2.39393, 5.67558)
H (1.04313, 2.37321, 3.81681)
H (0.18269, 3.87887, 4.20191)
H (-1.24570, 5.09700, 3.52273)
H (-0.90067, 7.28701, 3.06747)
H (-0.37103, 8.33478, 1.01148)
H (0.00401, 7.25699, -1.03506)
H (0.28298, 5.03821, -1.49271)
H (2.05640, 2.01251, -0.89815)
H (1.82878, 3.68494, -1.42476)
H (0.84649, 2.39231, -3.17138)
H (-0.50944, 2.97025, -2.19225)
C (-0.29578, -4.41473, -2.82933)
N (-1.71257, -4.43829, -2.55474)
C (-2.73163, -4.51780, -3.48916)
C (-3.89855, -4.40048, -2.83610)
N (-3.59357, -4.27087, -1.49197)
C (-2.23738, -4.26703, -1.29796)
S (-1.42761, -4.10925, 0.13428)
H (0.02097, -5.34514, -3.30331)
H (0.21770, -4.29970, -1.87593)
H (-0.03822, -3.57498, -3.47594)
H (-2.52843, -4.64527, -4.53769)
H (-4.90822, -4.42576, -3.20383)
H (-4.22549, -3.98977, -0.76455)
C (5.80954, -4.44746, -1.51679)
C (4.77123, -5.40448, -0.92588)
C (3.97564, -6.01297, -2.09230)
C (5.53139, -6.52472, -0.19792)
C (3.81513, -4.70702, 0.04346)
C (2.83590, -5.45587, 0.69544)
C (1.93454, -4.88917, 1.59623)
C (2.02758, -3.53402, 1.83299)
O (1.29061, -2.73333, 2.63648)
B (1.76027, -1.36632, 2.51009)
O (2.87166, -1.47743, 1.57130)
C (2.99429, -2.76791, 1.18193)
C (3.89049, -3.33146, 0.29447)
H (6.49293, -5.00675, -2.16119)
H (6.40103, -3.96881, -0.73453)
H (5.33658, -3.66982, -2.11908)
H (4.64798, -6.49978, -2.80569)
H (3.41679, -5.23173, -2.61139)
H (3.25998, -6.75247, -1.73052)
H (6.20505, -7.03978, -0.89033)
H (4.84475, -7.25786, 0.22454)
H (6.12507, -6.10829, 0.61814)
H (2.75678, -6.51955, 0.49765)
H (1.16988, -5.48671, 2.07625)
H (4.61296, -2.69525, -0.19920)



2.
A molecular structure, C36H44BrClMnN3O3S2. Source: the OMol25 dataset; level of theory: ωB97M-V/def2-TZVPD.

Output
* HOMO energy (alpha / beta): -7.260 / -7.449 eV
* ⟨S²⟩: 6.378
* spin multiplicity: 5

CARTESIAN COORDINATES (ANGSTROEM)
Mn (0.48690, 0.69397, -0.53606)
O (5.83434, 0.02086, 0.25711)
C (5.30220, -0.96645, 0.99173)
C (6.16970, -1.72115, 1.78533)
C (5.70078, -2.76986, 2.54486)
C (4.35194, -3.09882, 2.52190)
C (3.47834, -2.34859, 1.76734)
C (3.92758, -1.26841, 1.00360)
C (2.92598, -0.45305, 0.29624)
O (1.68741, -0.72034, 0.38272)
N (3.34793, 0.62328, -0.35323)
N (2.33216, 1.41610, -0.80793)
C (2.77375, 2.53568, -1.29677)
S (1.78607, 3.89890, -1.76060)
C (3.03734, 4.50623, -2.94974)
C (4.37531, 4.41364, -2.25422)
S (4.51025, 2.76452, -1.46444)
H (5.11614, 0.48096, -0.22591)
H (7.21466, -1.45324, 1.78447)
H (6.38512, -3.33552, 3.15838)
H (3.99085, -3.93440, 3.09966)
H (2.42275, -2.57129, 1.75404)
H (2.77373, 5.52944, -3.20839)
H (2.99213, 3.87908, -3.84177)
H (4.46476, 5.16478, -1.46961)
H (5.20542, 4.51096, -2.95099)
C (-5.75471, -3.49541, 2.60304)
C (-5.85881, -1.98468, 2.35205)
C (-6.17129, -1.29781, 3.68410)
C (-7.01342, -1.69260, 1.38228)
C (-4.55306, -1.50141, 1.74715)
C (-3.71338, -0.60212, 2.37874)
C (-2.55703, -0.18431, 1.75623)
Br (-1.44693, 0.99206, 2.75778)
C (-2.15565, -0.57057, 0.45644)
O (-1.13413, -0.01510, -0.11687)
C (-2.98118, -1.58061, -0.13537)
C (-4.12909, -1.98557, 0.51255)
C (-2.63982, -2.16286, -1.49859)
C (-2.99244, -1.08405, -2.52910)
C (-3.44705, -3.42271, -1.84571)
C (-1.16103, -2.57187, -1.53691)
H (-6.67089, -3.86242, 3.05983)
H (-4.92557, -3.70497, 3.27529)
H (-5.59044, -4.04250, 1.67888)
H (-7.11933, -1.66698, 4.06912)
H (-6.25432, -0.22034, 3.56218)
H (-5.40611, -1.51148, 4.42597)
H (-7.95329, -2.03385, 1.81113)
H (-6.87509, -2.19481, 0.42903)
H (-7.08837, -0.62355, 1.19472)
H (-3.93145, -0.21050, 3.35814)
H (-4.73656, -2.72988, 0.02657)
H (-4.05652, -0.85430, -2.46439)
H (-2.78016, -1.42430, -3.53997)
H (-2.43643, -0.17180, -2.32666)
H (-4.50228, -3.20350, -1.99594)
H (-3.33821, -4.18360, -1.07576)
H (-3.06438, -3.83054, -2.77952)
H (-0.48630, -1.72366, -1.38782)
H (-0.92253, -3.02881, -2.49493)
H (-0.96792, -3.30280, -0.75218)
Cl (3.41967, -2.93150, -5.85888)
C (2.49500, -1.80352, -4.92778)
C (1.13176, -1.99563, -4.76362)
C (0.39680, -1.07871, -4.04510)
C (0.98506, 0.06306, -3.46984)
C (0.18550, 1.02534, -2.72418)
C (2.36545, 0.23800, -3.69503)
C (3.11356, -0.68355, -4.39220)
H (0.65702, -2.85596, -5.21061)
H (-0.66709, -1.21444, -3.94185)
H (-0.87778, 0.94075, -2.95312)
H (0.51239, 2.05136, -2.90273)
H (2.85869, 1.12277, -3.32181)
H (4.17398, -0.53102, -4.53268)
C (1.03044, 5.33083, 2.28616)
C (1.48514, 3.87040, 2.42348)
C (3.00539, 3.73303, 2.24646)
C (1.06070, 3.30876, 3.78690)
C (0.82693, 3.10581, 1.39360)
N (0.29311, 2.50614, 0.56571)
H (1.47717, 5.92853, 3.07522)
H (-0.05198, 5.39614, 2.36968)
H (1.32237, 5.74075, 1.32192)
H (3.51066, 4.22695, 3.07331)
H (3.33474, 4.18800, 1.31575)
H (3.30348, 2.68578, 2.23964)
H (1.53894, 3.88668, 4.57357)
H (1.35173, 2.26670, 3.88796)
H (-0.01723, 3.36551, 3.91084)



Number 1: F_max 0.78 eV/A. Number 2: F_max 1.86 eV/A.